[1]
The following is a DFT calculation (ωB97M-V with the def2-TZVPD basis set) of C3H7NOS2 in the gas phase in a non-equilibrium geometry.

orbital gap	8.61	eV
LUMO level	-0.5	eV
SMILES	NC[C@H](O)C(=S)S
energy relative to the best compared isomer or geometry (same formula, charge and spin)	31.7	kcal per mole
DFT total energy	-1044.85189	a.u.

```
14
Properties=species:S:1:pos:R:3:forces:R:3
C 1.080823 0.069587 -0.047292 0.12 0.16 -0.14
C -0.405763 0.241140 0.324289 0.06 0.30 -1.63
C -1.291123 -0.491647 -0.753773 0.90 0.26 1.10
H 1.753396 0.406304 1.877636 -0.14 -0.20 -0.06
H 1.787815 1.720102 0.956947 -0.14 0.85 -0.16
H 1.287078 -1.004953 -0.109975 0.19 0.10 0.33
H 1.238687 0.436513 -1.083289 0.18 0.15 0.70
H -0.558517 1.322242 0.335222 -0.50 0.08 -0.30
H -0.761488 -1.210469 1.492551 0.15 2.25 0.50
H -2.186226 -0.464760 -2.833598 -0.09 -0.13 -0.23
N 1.944348 0.738596 0.942375 0.11 -1.17 -0.84
O -0.632180 -0.187989 1.596107 -0.72 -3.24 0.76
S -1.521333 0.468773 -2.153843 -0.11 0.27 -0.10
S -1.735517 -2.043437 -0.543356 0.01 0.33 0.06
```
Forces are in eV/Å.

Atomic partial charges in e from the Mulliken method, atoms 1 to 6: C -0.570; C -0.309; C 0.329; H 0.282; H 0.252; H 0.316



[2]
The following is a DFT calculation (ωB97M-V with the def2-TZVPD basis set) of a 2-piece molecular cluster, C3H7NOS4 overall in a non-equilibrium geometry.

orbital gap (alpha / beta)	7.20 / 7.21	eV
LUMO level (alpha / beta)	-0.5 / -0.5	eV
energy relative to the best compared isomer or geometry (same formula, charge and spin)	37.3	kcal per mole
DFT total energy	-1841.03881	a.u.

```
16
Properties=species:S:1:pos:R:3:forces:R:3
C 0.429229 -0.156345 0.024369 -4.77 -2.91 2.86
C 1.609768 0.263867 -0.671605 1.79 -0.70 -0.80
C -1.787232 0.711839 -0.399467 2.85 -2.21 -2.05
N 0.357003 -1.227375 0.784794 1.16 2.35 -1.11
O -0.842709 -1.542864 1.491873 0.81 -0.87 0.23
S 1.713037 2.042114 -0.667190 -0.27 0.75 0.32
S 3.222580 -0.557129 -0.058438 -1.94 -0.17 0.25
S -2.410300 1.107921 1.078125 -1.86 -0.16 1.80
S -2.354926 -0.640318 -1.483002 -0.70 1.00 1.58
H 1.509178 -0.037389 -1.708996 0.00 -0.18 -0.18
H -1.409772 1.564263 -0.939126 0.05 0.04 -0.17
H -0.570343 -2.311061 2.103112 -0.29 1.81 -1.66
H 2.990082 2.020256 -1.012057 0.42 0.29 -0.19
H 2.327157 -1.359624 0.633231 1.14 0.07 -0.12
H -3.208208 -0.008079 1.271623 0.77 0.77 -0.04
H -3.458779 -0.927948 -0.693818 0.84 0.10 -0.72
```
Forces are in eV/Å.

Atomic partial charges in e from the Mulliken method, atoms 1 to 6: C -0.270; C 0.215; C -0.299; N -0.373; O -0.325; S -0.210



[3]
The following is a DFT calculation (ωB97M-V with the def2-TZVPD basis set) of C3H7NS in the gas phase in a non-equilibrium geometry.

orbital gap	10.09	eV
LUMO level	0.7	eV
SMILES	SC[C@H]1CN1
energy relative to the best compared isomer or geometry (same formula, charge and spin)	81.4	kcal per mole
DFT total energy	-571.30915	a.u.

```
12
Properties=species:S:1:pos:R:3:forces:R:3
C -0.640742 -0.335564 1.105248 -1.01 -2.78 2.31
C 0.454862 0.270413 0.346736 4.98 1.74 1.85
C 0.939475 0.288209 -1.073319 -3.95 0.87 -0.78
H -0.845529 -1.663644 -0.755472 -1.49 1.02 0.48
H -1.189653 0.280547 1.953745 1.40 -0.85 -2.02
H -0.223877 -1.366498 1.701013 -1.20 2.85 -1.66
H 1.393932 0.174330 1.108361 -1.80 1.11 -1.93
H 1.947740 0.502079 -1.067349 2.07 0.13 -0.45
H 0.500295 -0.139818 -2.091820 0.77 0.67 2.70
H -0.732364 1.180420 -0.551707 -0.51 1.75 -1.17
N 0.211138 1.607202 -0.495432 0.73 -4.60 1.18
S -1.815279 -0.797677 -0.180004 0.00 -1.91 -0.50
```
Forces are in eV/Å.

Atomic partial charges in e from the Mulliken method, atoms 1 to 6: C -0.572; C -0.066; C -0.411; H 0.143; H 0.321; H 0.266



[4]
The following is a DFT calculation (ωB97M-V with the def2-TZVPD basis set) of C3H7NS as an isolated structure in a non-equilibrium geometry.

orbital gap	9.39	eV
LUMO level	0.9	eV
energy relative to the best compared isomer or geometry (same formula, charge and spin)	91.8	kcal per mole
DFT total energy	-571.29260	a.u.

```
12
Properties=species:S:1:pos:R:3:forces:R:3
C 0.593066 0.077346 0.421674 1.04 -0.96 4.53
C -0.472219 1.014520 -0.195577 -1.83 -2.56 2.27
C -0.125509 -1.105735 -0.085971 -3.87 -0.78 -2.93
H 2.463467 1.318117 0.218211 0.20 -2.62 -0.64
H 0.747150 -0.136644 1.622984 -1.48 1.56 -2.74
H -0.340699 1.002425 -1.235282 0.71 1.39 -1.62
H -1.035416 1.777260 0.336831 1.16 0.98 -0.33
H -2.417255 -0.269202 -0.273028 4.38 -0.07 0.43
H 0.188041 -1.440717 -1.203259 -0.60 0.85 2.20
H -0.486726 -1.937188 0.465856 1.20 -1.27 0.81
N -1.291045 -0.193002 0.046561 -4.96 -0.33 -1.09
S 2.177141 -0.107184 -0.118997 4.04 3.81 -0.91
```
Forces are in eV/Å.

Atomic partial charges in e from the Mulliken method, atoms 1 to 6: C 0.076; C -0.367; C -0.652; H 0.115; H 0.252; H 0.289



[5]
The following is a DFT calculation (ωB97M-V with the def2-TZVPD basis set) of C3H7NS in the gas phase in a non-equilibrium geometry.

orbital gap	9.83	eV
LUMO level	1.0	eV
SMILES	C=NCSC
energy relative to the best compared isomer or geometry (same formula, charge and spin)	29.7	kcal per mole
DFT total energy	-571.39160	a.u.

```
12
Properties=species:S:1:pos:R:3:forces:R:3
C -1.813356 -0.434736 -0.695528 1.80 1.24 -0.73
C 1.403544 -0.488635 1.208605 -0.92 -1.28 -0.06
C 0.084271 0.924420 -0.856891 0.59 -0.85 1.17
N -0.716937 -0.160365 -1.278759 -1.14 -1.33 -0.29
S 1.800603 0.345160 -0.438978 -1.48 0.03 1.40
H -2.427524 -1.168715 -1.113665 -0.81 -1.36 -0.47
H -2.208780 0.128191 0.119495 -0.21 0.57 0.92
H 2.101763 -0.192543 1.968921 0.53 0.51 0.11
H 1.602743 -1.595820 1.067537 -0.63 1.24 0.13
H 0.360901 -0.336116 1.721427 1.70 -0.11 -1.64
H 0.175798 1.552103 -1.705977 0.31 0.94 -0.62
H -0.363027 1.427054 0.003813 0.26 0.39 0.08
```
Forces are in eV/Å.

Atomic partial charges in e from the Mulliken method, atoms 1 to 6: C -0.313; C -0.745; C -0.492; N -0.372; S -0.112; H 0.288



[6]
The following is a DFT calculation (ωB97M-V with the def2-TZVPD basis set) of C3H7NS2 in the gas phase in a non-equilibrium geometry.

orbital gap	9.26	eV
LUMO level	0.9	eV
SMILES	CS/N=C/CS
energy relative to the best compared isomer or geometry (same formula, charge and spin)	27.9	kcal per mole
DFT total energy	-969.59289	a.u.

```
13
Properties=species:S:1:pos:R:3:forces:R:3
C 2.933331 0.102785 0.486024 0.94 -0.52 -0.55
C -0.770315 0.450013 -0.452527 1.30 -0.43 0.02
C -1.897139 -0.535781 -0.424973 -0.20 -0.18 -0.78
H 3.851957 0.613220 0.138759 -0.18 -0.65 0.00
H 2.860897 -0.963257 0.132988 0.20 1.20 0.15
H 2.996161 0.115898 1.565815 -0.43 0.05 0.29
H -0.941343 1.459641 -0.829116 -0.25 0.05 0.04
H -2.007416 -1.048134 -1.404340 0.39 0.26 0.51
H -1.675988 -1.280064 0.317497 -0.02 -0.38 0.27
H -3.893827 -0.297097 1.003142 0.29 -0.12 0.17
N 0.411631 0.060973 -0.123504 -2.43 -0.42 0.02
S 1.660257 1.110519 -0.236009 0.77 0.70 -0.03
S -3.528206 0.211285 -0.173756 -0.38 0.44 -0.13
```
Forces are in eV/Å.

Atomic partial charges in e from the Mulliken method, atoms 1 to 6: C -0.754; C -0.128; C -0.443; H 0.282; H 0.255; H 0.281



[7]
The following is a DFT calculation (ωB97M-V with the def2-TZVPD basis set) of C3H7NS2 in the gas phase in a non-equilibrium geometry.

orbital gap	9.70	eV
LUMO level	0.8	eV
SMILES	C=NSCCS
energy relative to the best compared isomer or geometry (same formula, charge and spin)	55.5	kcal per mole
DFT total energy	-969.54890	a.u.

```
13
Properties=species:S:1:pos:R:3:forces:R:3
C -0.698907 -0.093814 -1.737689 -1.85 -2.76 -0.15
C 0.476479 -0.899449 -1.096128 -0.87 0.07 -0.33
C 0.857144 0.771096 2.560953 1.05 -1.12 -0.20
H -1.894557 0.646543 0.439407 0.82 0.09 0.64
H -1.159242 -0.736246 -2.644256 1.10 1.50 2.04
H -0.425471 0.842521 -2.069374 1.15 1.73 -1.08
H -0.003910 -1.795819 -0.559606 1.22 0.83 -1.31
H 1.249836 -1.068889 -2.013410 -1.67 -0.12 2.58
H 1.931902 0.847266 2.785329 -0.20 0.30 -0.63
H 0.222082 0.807637 3.374676 -1.23 0.74 1.90
N 0.281343 0.299542 1.547163 1.17 -0.43 -2.34
S -2.276010 0.373468 -0.783015 0.03 -0.98 -1.27
S 1.439311 0.006143 0.195950 -0.71 0.14 0.16
```
Forces are in eV/Å.

Atomic partial charges in e from the Mulliken method, atoms 1 to 6: C -0.698; C -0.391; C -0.290; H 0.133; H 0.273; H 0.432



[8]
The following is a DFT calculation (ωB97M-V with the def2-TZVPD basis set) of C3H7NS2 as an isolated structure in a non-equilibrium geometry.

orbital gap	9.02	eV
LUMO level	0.1	eV
energy relative to the best compared isomer or geometry (same formula, charge and spin)	86.9	kcal per mole
DFT total energy	-969.49885	a.u.

```
13
Properties=species:S:1:pos:R:3:forces:R:3
C -1.302522 0.029684 0.541782 -2.17 -0.19 1.95
C -0.272313 0.372374 -0.575326 -2.76 -0.49 0.41
C 1.095219 0.275356 -0.205783 3.93 1.93 1.71
H -3.900859 0.582264 0.289597 2.05 -3.44 -1.15
H -0.950125 -0.834656 1.057195 0.61 -0.65 0.37
H -1.634952 0.733622 1.540072 1.22 -1.32 -3.47
H -0.386613 -0.292716 -1.395004 -0.81 -0.77 -0.76
H -0.451836 1.362005 -0.911335 -0.25 0.94 -0.55
H 1.388736 1.402728 0.190131 0.45 -2.91 -0.48
H 4.029581 -1.595434 -0.179513 0.29 -1.81 -0.64
N 1.885144 -0.744831 -0.357614 -1.82 1.67 0.13
S -2.970489 -0.804749 -0.120010 -0.67 4.86 1.61
S 3.471023 -0.485649 0.125803 -0.08 2.19 0.87
```
Forces are in eV/Å.

Atomic partial charges in e from the Mulliken method, atoms 1 to 6: C -0.661; C -0.420; C 0.071; H 0.155; H 0.305; H 0.350



[9]
The following is a DFT calculation (ωB97M-V with the def2-TZVPD basis set) of a 2-piece molecular cluster, C3H7O overall in a non-equilibrium geometry.

orbital gap	6.08	eV
charge	-1
LUMO level	4.9	eV
energy relative to the best compared isomer or geometry (same formula, charge and spin)	25.2	kcal per mole
DFT total energy	-193.69083	a.u.

```
11
Properties=species:S:1:pos:R:3:forces:R:3
O 0.115886 -1.508014 1.899638 0.09 -0.72 0.76
H 0.819701 -0.949470 1.545383 -0.47 0.34 -0.45
C 0.822935 1.152158 0.038021 0.50 0.24 0.28
C -0.399250 0.743849 -0.456092 0.17 -0.15 -0.10
C -0.674393 -0.367059 -1.255233 -0.42 -0.36 -0.07
H 0.903748 1.978163 0.744570 -0.11 -0.11 -0.11
H -0.562562 -1.596207 1.221251 0.29 0.49 -0.37
H 1.761645 0.838954 -0.421037 -0.19 -0.19 0.13
H -1.242255 1.359039 -0.120291 -0.11 0.06 -0.31
H -1.533689 -0.416150 -1.934370 0.05 -0.01 0.57
H -0.011767 -1.235262 -1.261838 0.21 0.40 -0.33
```
Forces are in eV/Å.

Atomic partial charges in e from the Mulliken method, atoms 1 to 6: O -0.796; H 0.327; C -1.304; C 0.121; C -0.880; H 0.228